Entry 1:
ORCA calculation (ωB97M-V/def2-TZVPD) on a molecular structure, C20H19N5O2Tc.

The total energy comes out at -34739.611 eV. The orbital gap (spin up / spin down) comes out at 6.372 / 2.494 eV. As for the expectation value of S²: 3.7914. For the largest force on an atom, the calculation gives 5.77 eV/A.

The geometry in ORCA input format:
```
! RIJCOSX wB97M-V def2-TZVPD def2/J DEFGRID3
* xyz 4 4
N -1.27438 3.58354 0.65052
C -0.53732 4.36408 0.21382
C 0.28716 5.47621 -0.23273
H -0.35724 6.34744 -0.41754
H 0.82449 5.22324 -1.15468
H 1.01207 5.72792 0.55297
N 3.07215 -1.98280 -0.98629
C 4.03166 -2.61922 -1.09122
C 5.24272 -3.42047 -1.18505
H 5.92073 -2.97736 -1.92302
H 4.98523 -4.43991 -1.49329
H 5.73578 -3.44858 -0.20689
N -3.78875 -0.26994 0.63933
C -4.21133 -1.27571 0.21024
C -4.89191 -2.47873 -0.21557
H -4.54207 -3.33345 0.37790
H -4.70860 -2.67680 -1.27928
H -5.97211 -2.34917 -0.05500
Tc 0.11552 -0.07619 -1.30785
C -0.37710 -1.62296 -0.19870
O -0.63848 -2.57071 0.41317
C 1.33588 1.00298 -0.19447
O 2.09551 1.62167 0.41908
C 0.53469 1.32164 -2.85581
C -0.82900 1.37934 -2.53184
C -1.59407 0.20009 -2.53173
C -0.98735 -1.02125 -2.85536
C 0.38062 -1.08002 -3.15863
C 1.14438 0.09286 -3.15772
H 1.14502 2.21544 -2.77959
H -1.25663 2.29869 -2.12244
H -2.60683 0.22076 -2.12543
H -1.55480 -1.93810 -2.77998
H 0.88174 -2.03334 -3.26500
H 2.22153 0.02499 -3.26304
N -0.48793 0.31386 7.53878
C -0.52056 0.33409 6.36511
C -0.54645 0.35689 4.91910
C -1.22504 -0.63574 4.20603
C -1.20095 -0.57824 2.80203
N -0.51378 0.33663 2.11737
C 0.04154 1.33183 2.80543
C 0.08460 1.37581 4.20322
H -1.76096 -1.44618 4.70230
H -1.76801 -1.31221 2.23394
H 0.47884 2.14231 2.23811
H 0.60499 2.18658 4.70230
*
```

=====

Entry 2:
ORCA calculation (ωB97M-V/def2-TZVPD) on a molecular structure, C33H56CaN5O4PS2.

The total energy comes out at -100173.957 eV. The orbital gap comes out at 8.068 eV. For the largest force on an atom, the calculation gives 0.68 eV/A.

The geometry in ORCA input format:
```
! RIJCOSX wB97M-V def2-TZVPD def2/J DEFGRID3
* xyz 0 1
Ca 0.52372 -0.69152 0.53062
O -0.36974 -3.74855 2.96671
S 0.52407 -2.80568 2.35012
O 1.93589 -2.92784 2.73914
O 0.46082 -2.89200 0.82418
O 0.08612 -1.36469 2.59702
C -0.78362 1.02843 -4.91673
N 0.45047 0.30657 -4.67555
C 1.53357 0.27960 -5.52583
C 2.47860 -0.46822 -4.94364
N 1.98169 -0.90520 -3.71463
C 0.70407 -0.41132 -3.54823
S -0.44052 -0.55328 -2.32640
C 2.71510 -1.79342 -2.86048
C 4.00765 -2.17545 -3.22052
C 4.66019 -3.08502 -2.40813
C 4.01905 -3.57811 -1.28457
C 2.74644 -3.11317 -1.00135
N 2.11188 -2.22312 -1.77331
H -0.83278 1.27452 -5.97474
H -0.81553 1.94035 -4.31986
H -1.62877 0.40456 -4.63762
H 1.53024 0.78428 -6.47472
H 3.44458 -0.73993 -5.31576
H 4.50724 -1.79493 -4.09633
H 5.66185 -3.40675 -2.66407
H 4.48931 -4.29977 -0.63115
H 2.18906 -3.43548 -0.12704
C -3.12438 2.10565 4.67403
C -3.61850 0.69197 4.32862
C -2.96474 0.14719 3.04924
C -2.72097 1.29270 2.05882
C -1.63983 2.23106 2.64152
C -1.69780 2.30256 4.17685
P -2.17694 0.66936 0.41060
C -3.38299 -0.60125 -0.17418
C -4.88034 -0.30038 0.02700
C -5.72441 -1.58106 -0.09133
C -5.10697 -2.53203 -1.11164
C -3.74181 -3.04158 -0.61454
C -3.05446 -2.02317 0.30692
C -2.46419 2.06274 -0.78166
C -3.75798 2.90117 -0.61377
C -3.45615 4.34503 -0.22250
C -2.60971 5.04239 -1.29009
C -1.48448 4.12789 -1.81918
C -1.21996 2.96021 -0.87308
H -3.18575 2.27580 5.75019
H -3.77020 2.85692 4.20746
H -4.70555 0.70595 4.20987
H -3.40376 0.00908 5.15301
H -3.60482 -0.62092 2.61855
H -2.01138 -0.34098 3.26769
H -3.65581 1.85243 1.94572
H -1.75088 3.23207 2.21759
H -0.64744 1.87339 2.34585
H -1.29393 3.25832 4.51628
H -1.06052 1.52359 4.60312
H -3.17757 -0.60063 -1.25367
H -5.20789 0.42465 -0.72244
H -5.05313 0.15900 1.00432
H -6.75105 -1.32408 -0.35972
H -5.77412 -2.08391 0.87872
H -4.98694 -1.99711 -2.05988
H -5.77393 -3.37095 -1.31708
H -3.09319 -3.25617 -1.46733
H -3.86552 -3.98077 -0.07224
H -1.97982 -2.21781 0.33069
H -3.39656 -2.16153 1.33297
H -2.51668 1.53500 -1.74038
H -4.42901 2.45402 0.11906
H -4.30963 2.90254 -1.55948
H -2.93098 4.35640 0.73619
H -4.38632 4.89454 -0.06475
H -2.18954 5.96290 -0.87977
H -3.25623 5.34245 -2.11853
H -0.57062 4.70260 -1.98192
H -1.76897 3.71618 -2.79359
H -0.93533 3.34198 0.11160
H -0.38117 2.35828 -1.23347
C 4.89682 -1.63101 3.27129
C 4.93952 -2.20448 1.85998
N 5.13365 -1.20234 0.80578
C 6.48081 -1.04025 0.28038
C 7.39099 -0.19482 1.16578
C 4.09291 -0.43633 0.40012
C 4.33247 0.57248 -0.69255
N 2.89977 -0.52663 0.88227
H 4.85307 -2.44853 3.99007
H 4.00345 -1.02760 3.42580
H 5.77619 -1.02120 3.48233
H 4.01286 -2.75308 1.67648
H 5.75967 -2.91831 1.76482
H 6.43021 -0.61228 -0.71843
H 6.90581 -2.03995 0.16035
H 6.90207 0.74270 1.43496
H 8.31995 0.03865 0.64338
H 7.64533 -0.71775 2.08734
H 5.12967 1.26955 -0.43193
H 3.41329 1.13149 -0.84645
H 4.60596 0.07795 -1.62546
H 2.83575 -1.24686 1.61029
*
```

=====

Entry 3:
ORCA calculation (ωB97M-V/def2-TZVPD) on 2 unconnected molecules or ions with the total composition CH6O2.

The total energy comes out at -5226.428 eV. The orbital gap comes out at 11.035 eV. For the largest force on an atom, the calculation gives 8.29 eV/A. The SMILES is CO.O.

The geometry in ORCA input format:
```
! RIJCOSX wB97M-V def2-TZVPD def2/J DEFGRID3
* xyz 0 1
C 0.95469 -0.18650 1.21185
H -2.75382 0.73376 -1.52392
H -0.97086 0.86138 -1.48413
H 1.18552 -1.79359 -0.20704
H 0.05227 0.24301 1.65885
H 1.48739 -0.58549 1.94922
H 1.40110 0.55018 0.44500
O -1.79858 1.18620 -2.05994
O 0.44228 -1.00894 0.01012
*
```

=====

Entry 4:
ORCA calculation (ωB97M-V/def2-TZVPD) on 3 unconnected molecules or ions with the total composition C3H10O4.

The total energy comes out at -11462.179 eV. The orbital gap comes out at 10.693 eV. For the largest force on an atom, the calculation gives 1.57 eV/A. The SMILES is O=CCCO.O.O.

The geometry in ORCA input format:
```
! RIJCOSX wB97M-V def2-TZVPD def2/J DEFGRID3
* xyz 0 1
O 0.45582 0.09727 -2.10606
C 1.08792 -0.33338 -1.16850
C 1.22226 0.45659 0.12455
C 0.20646 -0.01439 1.17064
O -1.08822 0.51507 0.86070
H 1.59191 -1.31814 -1.17249
H 2.24795 0.30272 0.47550
H 0.99973 1.49003 -0.12550
H 0.11912 -1.08745 1.30662
H 0.45383 0.50265 2.09079
H -1.24469 0.51850 -0.09730
H 1.28897 1.60659 4.80666
H 0.38915 0.70449 5.67152
O 0.45417 1.13762 4.80783
H -3.18104 -1.51160 -4.88836
H -2.06660 -1.35711 -5.96583
O -2.93675 -1.70945 -5.79076
*
```

=====

What did the first record say?
ORCA calculation (ωB97M-V/def2-TZVPD) on a molecular structure, C20H19N5O2Tc.

The total energy comes out at -34739.611 eV. The orbital gap (spin up / spin down) comes out at 6.372 / 2.494 eV. As for the expectation value of S²: 3.7914. For the largest force on an atom, the calculation gives 5.77 eV/A.

The geometry in ORCA input format:
```
! RIJCOSX wB97M-V def2-TZVPD def2/J DEFGRID3
* xyz 4 4
N -1.27438 3.58354 0.65052
C -0.53732 4.36408 0.21382
C 0.28716 5.47621 -0.23273
H -0.35724 6.34744 -0.41754
H 0.82449 5.22324 -1.15468
H 1.01207 5.72792 0.55297
N 3.07215 -1.98280 -0.98629
C 4.03166 -2.61922 -1.09122
C 5.24272 -3.42047 -1.18505
H 5.92073 -2.97736 -1.92302
H 4.98523 -4.43991 -1.49329
H 5.73578 -3.44858 -0.20689
N -3.78875 -0.26994 0.63933
C -4.21133 -1.27571 0.21024
C -4.89191 -2.47873 -0.21557
H -4.54207 -3.33345 0.37790
H -4.70860 -2.67680 -1.27928
H -5.97211 -2.34917 -0.05500
Tc 0.11552 -0.07619 -1.30785
C -0.37710 -1.62296 -0.19870
O -0.63848 -2.57071 0.41317
C 1.33588 1.00298 -0.19447
O 2.09551 1.62167 0.41908
C 0.53469 1.32164 -2.85581
C -0.82900 1.37934 -2.53184
C -1.59407 0.20009 -2.53173
C -0.98735 -1.02125 -2.85536
C 0.38062 -1.08002 -3.15863
C 1.14438 0.09286 -3.15772
H 1.14502 2.21544 -2.77959
H -1.25663 2.29869 -2.12244
H -2.60683 0.22076 -2.12543
H -1.55480 -1.93810 -2.77998
H 0.88174 -2.03334 -3.26500
H 2.22153 0.02499 -3.26304
N -0.48793 0.31386 7.53878
C -0.52056 0.33409 6.36511
C -0.54645 0.35689 4.91910
C -1.22504 -0.63574 4.20603
C -1.20095 -0.57824 2.80203
N -0.51378 0.33663 2.11737
C 0.04154 1.33183 2.80543
C 0.08460 1.37581 4.20322
H -1.76096 -1.44618 4.70230
H -1.76801 -1.31221 2.23394
H 0.47884 2.14231 2.23811
H 0.60499 2.18658 4.70230
*
```